[1]
Entry from OMol25: the molecule C3H5NO in a non-equilibrium geometry (ωB97M-V/def2-TZVPD).

XYZ file:
```
10
Properties=species:S:1:pos:R:3
O 1.15179 -0.32252 1.51982
C 1.34393 -0.50111 0.34141
C 0.27772 0.16662 -0.53780
C -1.16975 -0.17632 -0.30631
N -0.67894 1.12694 0.05672
H 2.32754 -1.02810 0.10156
H 0.61964 0.53900 -1.49317
H -1.87176 -0.22731 -1.13807
H -1.38329 -0.87287 0.50734
H -0.63593 1.25066 1.06894
```

As for the strongest force on any atom: 1.64 eV/A. The structure (SMILES) is O=C[C@H]1CN1. The LUMO energy is 0.91 eV. As for the highest occupied orbital energy: -9.84 eV. The gap between HOMO and LUMO is 10.8 eV. The electronic energy is -247.23741 hartree. For the energy relative to the best compared isomer or geometry (same formula, charge and spin), the calculation gives 43.8 kcal per mole.



[2]
Entry from OMol25: a cluster of 11 separate species, C33H38F6O33 in total in a non-equilibrium geometry (ωB97M-V/def2-TZVPD).

XYZ file:
```
110
Properties=species:S:1:pos:R:3
C -0.88734 -2.78567 5.07282
C -0.99315 -3.98205 4.19985
O 0.30463 -3.98480 3.50716
C 1.14989 -3.15887 4.17375
O 2.30977 -2.95487 3.93250
O 0.51398 -2.40322 5.12347
H -1.11012 -2.94266 6.11270
H -1.45241 -1.94303 4.72125
H -1.80496 -3.85303 3.53077
H -1.03775 -4.96261 4.72501
C -0.02163 4.77446 4.21450
C 0.15841 4.65633 2.70586
O -0.23142 3.26011 2.52403
C -0.77352 2.76700 3.62551
O -1.39164 1.73874 3.63007
O -0.79313 3.56004 4.68409
H -0.58420 5.68840 4.47818
H 0.96091 4.66699 4.73014
H 1.16630 4.86543 2.33013
H -0.49500 5.34555 2.15223
C -3.23078 -2.64411 -1.56451
C -3.44085 -4.14158 -1.30847
O -2.89279 -4.39139 -0.05855
C -2.41974 -3.28529 0.49375
O -1.76070 -3.23315 1.49232
O -2.69986 -2.17745 -0.30344
H -4.08210 -2.11292 -1.81728
H -2.44958 -2.48105 -2.31479
H -2.94877 -4.76610 -2.04205
H -4.49783 -4.30634 -1.23275
C 0.68146 3.82299 -1.53207
C 0.04354 4.11735 -2.86170
O -1.34445 4.21830 -2.45670
C -1.44464 4.49365 -1.14559
O -2.43496 4.69143 -0.51310
O -0.16202 4.58454 -0.67024
H 1.70395 4.13554 -1.48175
H 0.55868 2.82747 -1.14311
H 0.03026 3.33160 -3.65868
H 0.44017 4.99262 -3.28597
C 3.78364 -0.85655 1.69231
C 4.85652 0.15959 1.67146
O 5.08554 0.36301 0.28351
C 4.65793 -0.74870 -0.30010
O 4.95140 -1.03213 -1.41764
O 4.09027 -1.63135 0.48564
H 2.73378 -0.45964 1.52000
H 3.73789 -1.54830 2.54932
H 5.80706 -0.15402 2.12146
H 4.54639 1.10870 2.05880
C 2.40251 -4.31202 -2.10618
C 2.73593 -3.91904 -3.57421
O 1.45638 -3.66181 -4.12692
C 0.50009 -4.25868 -3.35891
O -0.61156 -4.46144 -3.71384
O 1.02853 -4.64841 -2.19013
F 3.32204 -4.91958 -4.29480
H 2.55173 -3.53227 -1.38194
H 3.01480 -5.19724 -1.84937
H 3.35248 -3.05489 -3.64607
C 4.87161 1.63478 -2.89587
C 3.38330 1.36822 -2.89690
O 2.90352 2.38441 -3.71549
C 3.84344 3.34339 -3.93534
O 3.60629 4.31907 -4.60140
O 4.99464 3.00655 -3.38490
F 2.80469 1.49723 -1.64004
H 5.39104 0.93455 -3.58378
H 5.33764 1.54097 -1.93562
H 3.11889 0.46665 -3.40072
C 2.27403 0.10037 5.63291
C 1.55528 1.41213 6.08342
O 1.88019 2.31407 5.00698
C 2.85419 1.78202 4.13469
O 3.46859 2.42314 3.39418
O 3.04595 0.48827 4.45500
F 2.09873 1.95167 7.17183
H 1.56348 -0.70333 5.42385
H 2.94110 -0.29256 6.37524
H 0.55030 1.25601 6.11438
C -2.21058 -3.03990 -6.26043
C -3.04390 -4.15499 -5.63710
O -3.74157 -4.71954 -6.72977
C -3.96084 -3.65575 -7.62696
O -4.69697 -3.68499 -8.54504
O -3.10371 -2.65428 -7.34854
F -3.94890 -3.63036 -4.80367
H -1.26199 -3.34050 -6.70263
H -2.23789 -2.25551 -5.52342
H -2.48897 -4.84343 -5.03655
C -5.11061 4.15709 1.03795
C -4.16175 3.40152 1.82124
O -4.13415 2.12711 1.24278
C -5.31908 1.97392 0.52165
O -5.61037 0.98796 -0.02235
O -5.96085 3.10379 0.49728
F -4.48014 3.39260 3.16734
H -4.72373 4.73787 0.20088
H -5.73331 4.80444 1.75082
H -3.11449 3.65701 1.78689
C -1.23714 0.51618 0.66102
C -1.81992 0.57909 -0.74209
O -0.84118 -0.03733 -1.53241
C 0.23757 -0.37258 -0.79537
O 1.25593 -0.91009 -1.23043
O 0.16031 0.08378 0.45417
F -2.01039 1.83537 -1.23735
H -1.72196 -0.12180 1.34012
H -1.32385 1.53092 1.10153
H -2.78249 0.04120 -0.80377
```

As for the strongest force on any atom: 4.99 eV/A. The structure (SMILES) is O=C1OC[C@@H](F)O1.O=C1OC[C@@H](F)O1.O=C1OC[C@@H](F)O1.O=C1OC[C@@H](F)O1.O=C1OC[C@@H](F)O1.O=C1OC[C@@H](F)O1.O=C1OCCO1.O=C1OCCO1.O=C1OCCO1.O=C1OCCO1.O=C1OCCO1. The LUMO energy is 0.33 eV. As for the highest occupied orbital energy: -10.91 eV. The gap between HOMO and LUMO is 11.2 eV. The electronic energy is -4362.54028 hartree.



[3]
Entry from OMol25: a cluster of 10 separate species, C60H135N5O10 in total in a non-equilibrium geometry (ωB97M-V/def2-TZVPD).

XYZ file:
```
210
Properties=species:S:1:pos:R:3
C 0.57426 -35.31303 5.37497
C 1.94127 -35.94510 5.52422
C 1.85824 -37.47857 5.26716
O 3.01381 -35.23793 4.79223
H 0.12359 -35.28133 4.38301
H 0.53619 -34.34441 5.87339
H -0.17634 -35.95947 5.82972
H 2.10469 -35.73208 6.58064
H 1.62252 -37.81518 4.25759
H 1.07651 -37.86560 5.92078
H 2.79902 -37.94923 5.55264
H 3.06986 -34.31785 5.06040
C 7.23674 -29.94148 7.57046
C 6.01198 -29.27176 8.19719
C 6.00577 -27.78116 8.43794
O 4.88541 -29.61680 7.40153
H 8.09123 -29.68592 8.19704
H 7.47540 -29.65287 6.54681
H 7.13370 -31.02500 7.51150
H 5.91804 -29.74238 9.17586
H 6.96009 -27.48256 8.87174
H 5.22946 -27.34065 9.06354
H 6.05716 -27.14166 7.55674
H 4.88689 -28.99678 6.66859
C 5.72243 -37.19422 -2.64999
C 5.42030 -37.18890 -1.11626
C 6.66670 -37.26393 -0.25325
O 4.75600 -35.97044 -0.78265
H 6.30351 -38.07561 -2.92132
H 6.16273 -36.21204 -2.82190
H 4.74059 -37.16429 -3.12244
H 4.74106 -37.95025 -0.73275
H 6.29246 -37.20061 0.76853
H 7.22952 -36.34617 -0.42378
H 7.31091 -38.14244 -0.28953
H 4.70863 -35.82730 0.16544
C -0.26154 -34.31823 -6.30575
C 0.23420 -33.23128 -5.31482
C -0.42839 -31.94358 -5.67477
O -0.14766 -33.59599 -4.02316
H -1.34996 -34.27178 -6.34160
H 0.02911 -35.33107 -6.02688
H 0.07949 -34.14063 -7.32569
H 1.32087 -33.20468 -5.39570
H -0.04914 -31.19615 -4.97791
H -1.51167 -31.89738 -5.56307
H -0.26579 -31.59504 -6.69466
H 0.49666 -34.13510 -3.55863
C 5.70861 -27.30445 0.72369
C 4.21443 -27.45141 0.77692
C 3.64326 -28.89201 0.46215
O 3.65824 -27.06494 2.01799
H 6.09141 -27.49728 -0.27850
H 6.14269 -27.91632 1.51445
H 5.96430 -26.28098 0.99794
H 3.85388 -26.62114 0.16966
H 3.96571 -29.27835 -0.50474
H 2.56024 -28.96795 0.55911
H 3.90496 -29.59324 1.25455
H 2.77013 -26.81244 1.75515
C 6.82189 -18.39940 -9.25705
C 7.48394 -19.73626 -8.87637
C 8.47196 -19.44100 -7.70126
C 7.80549 -19.22723 -6.33409
C 6.96313 -20.50204 -6.00718
C 5.92740 -20.86124 -7.18239
N 6.52284 -20.83826 -8.54553
O 5.62025 -21.19856 -9.54238
C 5.63986 -22.36458 -6.94160
C 4.63277 -19.93643 -7.13704
C 8.29658 -20.26868 -10.06405
H 7.58221 -17.80954 -9.76897
H 6.40614 -17.87734 -8.39523
H 6.05658 -18.59525 -10.00810
H 9.11639 -20.31122 -7.57666
H 8.93086 -18.50981 -8.03353
H 7.33329 -18.25445 -6.19692
H 8.64812 -19.00495 -5.67937
H 6.38600 -20.28120 -5.10926
H 7.66071 -21.30832 -5.78050
H 4.99404 -22.46751 -6.06958
H 4.96682 -22.83721 -7.65696
H 6.50968 -23.01608 -6.85761
H 4.18320 -20.03127 -6.14861
H 4.93784 -18.90894 -7.33529
H 3.83349 -20.20491 -7.82782
H 9.08074 -19.53562 -10.25325
H 7.70833 -20.34847 -10.97821
H 8.82472 -21.20470 -9.88230
H 5.96211 -22.04274 -9.84585
C 6.15265 -19.35994 3.67021
C 4.93066 -18.52482 4.15597
C 3.73073 -19.35197 4.69085
C 3.96862 -19.73142 6.17786
C 4.23468 -18.48799 6.97824
C 5.45720 -17.68727 6.56823
N 5.40606 -17.40892 5.09143
O 6.43589 -16.62823 4.55865
C 5.35800 -16.27761 7.19760
C 6.73843 -18.47469 7.06513
C 4.46047 -17.89495 2.82090
H 5.87666 -20.06155 2.88301
H 6.34681 -20.04931 4.49190
H 7.01476 -18.76539 3.36795
H 2.82117 -18.75746 4.60495
H 3.55503 -20.27792 4.14327
H 4.80931 -20.41784 6.27872
H 3.10248 -20.19964 6.64550
H 4.38925 -18.83213 8.00086
H 3.33576 -17.88386 7.10101
H 4.46745 -15.88192 6.70928
H 5.32843 -16.12476 8.27642
H 6.10688 -15.56737 6.84707
H 7.49458 -17.83928 7.52622
H 6.47907 -19.20789 7.82884
H 7.22438 -19.02743 6.26111
H 3.78247 -17.08050 3.07606
H 4.10947 -18.56551 2.03652
H 5.32474 -17.38288 2.39794
H 7.19805 -17.17649 4.75895
C 11.63326 -30.47987 -4.21998
C 12.32119 -29.86128 -5.45600
C 11.68408 -28.43853 -5.56239
C 12.49184 -27.53189 -6.46449
C 13.87872 -27.37230 -5.99527
C 14.62020 -28.74011 -5.94416
N 13.82259 -29.68636 -5.15627
O 14.46234 -30.89570 -4.96261
C 14.91593 -29.32801 -7.33448
C 15.92284 -28.33509 -5.23146
C 12.02584 -30.77954 -6.73163
H 11.98723 -29.96049 -3.32945
H 12.03747 -31.48766 -4.12489
H 10.55241 -30.60666 -4.28154
H 10.72126 -28.70367 -5.99915
H 11.66911 -27.86415 -4.63612
H 11.96778 -26.57616 -6.45921
H 12.56700 -27.83270 -7.50946
H 13.85787 -26.86083 -5.03294
H 14.46828 -26.71710 -6.63653
H 15.58002 -28.70460 -7.93318
H 15.50569 -30.24260 -7.27276
H 14.15574 -29.49165 -8.09831
H 15.73798 -28.29331 -4.15806
H 16.66695 -29.11999 -5.36682
H 16.35828 -27.40105 -5.58650
H 11.44658 -31.63422 -6.38223
H 12.92335 -31.17892 -7.20393
H 11.46387 -30.27727 -7.51904
H 14.34971 -31.05637 -4.02286
C 14.45214 -24.86773 2.77168
C 14.37475 -23.51202 3.42857
C 13.40020 -23.61689 4.62490
C 13.97066 -24.36182 5.78453
C 15.26885 -23.64535 6.27721
C 16.31985 -23.62134 5.16177
N 15.72751 -23.06850 3.88813
O 16.65020 -22.98826 2.86813
C 17.36083 -22.65118 5.70078
C 17.01713 -25.04729 5.01051
C 13.84809 -22.48148 2.40943
H 13.52921 -25.14928 2.26471
H 14.61683 -25.72318 3.42681
H 15.18140 -24.84189 1.96199
H 12.98846 -22.61676 4.76021
H 12.53812 -24.23927 4.38494
H 14.16015 -25.38560 5.46198
H 13.20061 -24.52217 6.53912
H 15.53421 -24.24463 7.14816
H 15.01077 -22.63944 6.60833
H 18.22361 -22.67464 5.03508
H 17.06149 -21.60326 5.71987
H 17.68465 -22.89806 6.71186
H 17.80047 -25.06687 4.25282
H 17.52414 -25.37009 5.91981
H 16.37135 -25.85181 4.65860
H 14.55943 -22.45502 1.58398
H 13.74854 -21.49010 2.85142
H 12.83469 -22.71930 2.08603
H 17.05927 -22.12039 2.90075
C -4.70455 -20.75389 1.57443
C -4.94008 -22.27710 1.24234
C -6.40635 -22.60583 1.46258
C -6.88995 -23.95383 0.97343
C -6.39878 -24.17862 -0.48357
C -4.96612 -23.85465 -0.74997
N -4.62685 -22.56456 -0.15985
O -3.31576 -22.10640 -0.51845
C -4.05013 -25.02665 -0.20788
C -4.78592 -23.81550 -2.26910
C -4.12841 -23.10296 2.30503
H -5.21840 -20.07781 0.89107
H -3.69164 -20.35420 1.52598
H -5.17940 -20.63083 2.54781
H -6.64747 -22.63247 2.52524
H -6.85524 -21.76573 0.93264
H -7.97820 -24.01380 0.98773
H -6.52956 -24.67929 1.70278
H -7.06862 -23.50238 -1.01471
H -6.53234 -25.23554 -0.71416
H -3.03580 -24.68809 0.00333
H -4.38135 -25.22046 0.81233
H -3.97329 -25.96540 -0.75647
H -3.85215 -23.39520 -2.64260
H -4.88971 -24.83724 -2.63431
H -5.59117 -23.30928 -2.80146
H -4.52858 -24.04501 2.67987
H -3.95244 -22.46398 3.17039
H -3.10740 -23.12203 1.92386
H -3.57655 -21.33034 -1.01978
```

As for the strongest force on any atom: 3.44 eV/A. The structure (SMILES) is CC1(C)CCCC(C)(C)N1O.CC1(C)CCCC(C)(C)N1O.CC1(C)CCCC(C)(C)N1O.CC1(C)CCCC(C)(C)N1O.CC1(C)CCCC(C)(C)N1O.CC(C)O.CC(C)O.CC(C)O.CC(C)O.CC(C)O. The LUMO energy is 0.40 eV. As for the highest occupied orbital energy: -8.06 eV. The gap between HOMO and LUMO is 8.5 eV. The electronic energy is -3392.82604 hartree. For the energy relative to the best compared isomer or geometry (same formula, charge and spin), the calculation gives 249.9 kcal per mole.